Below is a 5-piece molecular cluster, C35H67BrI2N3OS overall at a distorted geometry, with properties calculated with the ωB97M-V functional and the def2-TZVPD basis.

Geometry as XYZ:
```
110
Properties=species:S:1:pos:R:3
C 1.10901 1.43687 1.22139
C 1.37721 0.00163 0.46750
C 2.20977 -0.90009 1.48531
N 3.38344 -1.61020 1.05796
C 4.00105 -1.62568 -0.30013
C 5.26414 -0.61160 -0.24613
O 5.00478 0.60577 -0.00295
C 4.00706 -2.34920 2.14692
Br 5.64934 -3.41632 1.97365
C 3.11328 -2.05061 3.37239
C 3.42086 -2.60988 4.81755
I 5.40688 -2.18193 5.65678
C 2.54486 -3.38116 5.62167
C 2.94616 -3.89651 7.10880
I 0.57851 -3.93642 4.90238
N 2.03966 -1.16538 2.89387
N 1.01709 -0.66091 3.69780
C -0.15864 -0.99263 3.18742
S -1.38495 -1.70318 2.30774
H -0.00547 1.63904 1.39641
H 1.62057 1.37438 2.25355
H 1.63910 2.31167 0.68233
H 0.38530 -0.49951 0.14235
H 1.93505 0.24915 -0.50325
H 4.29557 -2.70528 -0.52671
H 3.25272 -1.28619 -1.08945
H 6.36042 -0.96024 -0.37984
H 3.76428 -4.69547 6.94787
H 2.02979 -4.32697 7.66675
H 3.33293 -3.00831 7.74077
C -0.86018 1.28961 -2.37139
C -0.12481 2.61103 -2.21450
C -1.02536 3.75021 -1.73333
C -2.17096 4.12132 -2.67848
C -1.74769 4.52139 -4.09273
C -0.87411 5.76813 -4.13153
H -1.64299 1.34794 -3.13091
H -0.16093 0.50619 -2.67926
H -1.31650 0.98354 -1.42531
H 0.36004 2.87921 -3.15797
H 0.68106 2.47367 -1.48402
H -0.40477 4.63355 -1.54820
H -1.45445 3.47741 -0.76185
H -2.73470 4.94728 -2.23029
H -2.87283 3.28289 -2.74698
H -2.65028 4.71150 -4.68302
H -1.22807 3.69342 -4.58546
H -1.39118 6.61972 -3.68035
H -0.63506 6.02818 -5.16591
H 0.06955 5.61692 -3.60223
C 1.83656 3.11980 4.96643
C 0.63834 2.45527 5.63007
C -0.66801 3.22675 5.43191
C -0.69607 4.63352 6.03586
C -0.41916 4.70574 7.53864
C -1.45281 3.96748 8.37867
H 2.03965 4.10456 5.39287
H 2.73224 2.50792 5.10728
H 1.67279 3.23551 3.89133
H 0.84041 2.31103 6.69571
H 0.51588 1.45342 5.20272
H -1.49101 2.63530 5.84797
H -0.87195 3.30889 4.35756
H -1.67847 5.07587 5.83509
H 0.02939 5.26787 5.51528
H -0.41514 5.75884 7.83937
H 0.58020 4.31920 7.76303
H -2.45556 4.36607 8.20040
H -1.22734 4.08480 9.44172
H -1.46225 2.89735 8.15893
C 0.77045 -4.67197 0.36437
C 1.07855 -6.15524 0.21790
C -0.04252 -6.94094 -0.46421
C -1.37977 -6.95387 0.28173
C -1.32686 -7.49954 1.71015
C -0.89662 -8.95847 1.78311
H -0.10218 -4.50191 1.00028
H 1.61969 -4.15465 0.82277
H 0.58273 -4.21407 -0.61102
H 1.30433 -6.58323 1.19933
H 1.98988 -6.26362 -0.38087
H 0.29668 -7.97009 -0.62200
H -0.20980 -6.52476 -1.46427
H -2.09300 -7.54960 -0.29880
H -1.79119 -5.93867 0.30972
H -2.32508 -7.40922 2.15220
H -0.66093 -6.88887 2.32930
H -1.57332 -9.59294 1.20401
H -0.91400 -9.30475 2.81967
H 0.11819 -9.09973 1.40444
C -1.62401 2.30490 -10.11674
C -2.77053 1.51451 -9.50157
C -3.46106 2.24712 -8.34958
C -2.57531 2.54059 -7.13551
C -1.92277 1.31677 -6.48963
C -2.92982 0.32256 -5.92709
H -0.82362 2.48378 -9.39476
H -1.19385 1.75221 -10.95627
H -1.97315 3.27020 -10.49222
H -2.40807 0.53617 -9.17105
H -3.51494 1.31830 -10.28107
H -4.33084 1.66132 -8.03277
H -3.86026 3.19721 -8.72225
H -3.18161 3.05711 -6.38267
H -1.78815 3.24676 -7.42142
H -1.27847 1.65906 -5.67165
H -1.26693 0.81023 -7.20482
H -3.57027 0.79869 -5.17857
H -2.40892 -0.50960 -5.44536
H -3.56585 -0.09491 -6.71058
```

The HOMO energy is -0.4271 Eh. The net charge is +1. For the total energy, the calculation gives -140966.218 eV.

***

Below is C35H68BF6GeN10O2RuSbSe as an isolated structure at a distorted geometry, with properties calculated with the ωB97M-V functional and the def2-TZVPD basis.

Geometry as XYZ:
```
126
Properties=species:S:1:pos:R:3
Ru -0.28630 -0.08941 -1.30261
C -2.00048 -3.39323 -5.18987
C -1.40571 -2.12926 -4.66984
C -0.97547 -1.01322 -5.36016
C -0.47334 -0.12676 -4.39756
N -0.63252 -0.67710 -3.19842
N -1.18589 -1.91008 -3.35553
B -1.27705 -2.85297 -2.14289
N 0.11976 -2.92317 -1.43287
N 0.87270 -1.79870 -1.25878
C 2.04232 -2.17582 -0.72605
C 2.00737 -3.56536 -0.51793
C 0.77718 -4.00047 -0.99641
C 0.22823 -5.38511 -1.08105
C 3.29016 -1.31851 -0.62834
C 4.28589 -1.93980 0.35896
C 3.94467 -1.35469 -2.02317
C 3.03909 0.13224 -0.21558
N -2.26222 -2.23476 -1.13347
N -2.03552 -0.94281 -0.83195
C -3.09244 -0.46602 -0.18556
C -4.01689 -1.50743 -0.02131
C -3.45705 -2.61250 -0.64321
C -4.02574 -3.97222 -0.86819
C -3.24324 1.00655 0.11818
C -4.70726 1.40354 -0.12410
C -2.37130 1.82948 -0.84516
C -2.91113 1.32245 1.58347
C 0.24544 1.19174 -4.57328
C 0.88632 1.23381 -5.96465
C 1.35627 1.28196 -3.52177
C -0.73302 2.36142 -4.41596
H -2.18169 -3.29962 -6.25794
H -2.94941 -3.61648 -4.70214
H -1.33314 -4.24144 -5.03230
H -1.01089 -0.86898 -6.42609
H -1.61492 -3.94437 -2.48019
H 2.83241 -4.19756 -0.23354
H 0.95451 -6.09952 -0.69606
H 0.00145 -5.65550 -2.11138
H -0.69305 -5.48564 -0.50582
H 3.86892 -2.04527 1.36361
H 5.16401 -1.29744 0.43379
H 4.63487 -2.91620 0.01941
H 4.83325 -0.72224 -2.03678
H 4.24082 -2.37171 -2.28466
H 3.25908 -1.00129 -2.79112
H 2.82689 0.21193 0.85365
H 2.21871 0.60114 -0.75923
H 3.93137 0.72485 -0.42090
H -4.99320 -1.45345 0.42913
H -4.94520 -4.08562 -0.29850
H -3.33267 -4.75634 -0.56246
H -4.25877 -4.12997 -1.92180
H -5.04564 1.08468 -1.10993
H -4.81042 2.48862 -0.06366
H -5.36612 0.96508 0.62621
H -2.75596 1.77659 -1.86336
H -1.29947 1.54816 -0.85734
H -2.33885 2.88050 -0.54970
H -3.45338 0.65328 2.25395
H -3.21538 2.34535 1.81434
H -1.84471 1.22085 1.78792
H 1.44784 0.32220 -6.17349
H 1.56854 2.08217 -6.02984
H 0.13228 1.35796 -6.74305
H 2.05870 0.45874 -3.63501
H 0.90103 1.26081 -2.51871
H 1.89158 2.23008 -3.57706
H -1.58874 2.24014 -5.08135
H -0.23915 3.30418 -4.65609
H -1.10386 2.42846 -3.38992
N -0.36443 -1.87141 1.69346
C 0.20557 -0.91650 2.60145
C 1.56359 -1.30488 3.20291
C 1.53820 -2.35850 4.30750
C 1.11207 -3.75541 3.86104
N 2.07706 -4.35836 2.93348
C 3.11489 -5.10623 3.28576
N 3.38467 -5.35129 4.56621
N 3.90192 -5.63180 2.34393
C 0.36916 0.42853 1.88437
O 0.79307 1.43807 2.67184
O 0.16474 0.62385 0.70842
H -1.27304 -2.23582 1.92781
H 0.25574 -2.56323 1.30325
H -0.49768 -0.72295 3.42014
H 2.03681 -0.40601 3.59919
H 2.20441 -1.64540 2.38279
H 0.89666 -2.03744 5.13141
H 2.55135 -2.42919 4.71517
H 0.16165 -3.73387 3.33438
H 0.96761 -4.42226 4.71172
H 1.96178 -4.16672 1.94427
H 2.84824 -4.93238 5.30451
H 4.14218 -5.95762 4.83131
H 3.73025 -5.45105 1.37065
H 4.72589 -6.15682 2.58166
C -2.63452 5.68560 4.66244
Ge -1.62370 5.54188 2.99434
C -2.82749 5.34213 1.47778
C -0.35732 7.00793 2.83731
C -0.67279 3.76238 3.39502
Se 0.35894 3.12242 1.96938
C 2.08128 3.75901 2.55516
H -3.31862 6.53262 4.59548
H -1.97346 5.86153 5.51115
H -3.22960 4.79309 4.85703
H -3.36468 6.28612 1.37208
H -3.56414 4.55796 1.65150
H -2.29600 5.16209 0.54315
H -0.86491 7.91209 3.17567
H -0.02604 7.15171 1.81290
H 0.51537 6.86232 3.47488
H -1.45237 3.02651 3.59492
H -0.08283 3.91986 4.29707
H 2.05598 4.84350 2.52280
H 2.82596 3.36813 1.86885
H 2.21134 3.37508 3.56301
F 0.42129 3.06857 -1.07404
Sb 1.07375 4.86199 -1.20923
F -0.65845 5.42383 -1.63921
F 1.64146 4.68132 -2.97610
F 1.67301 6.60500 -0.94891
F 2.66358 4.15393 -0.46464
F 0.45820 4.98519 0.71398
```

The HOMO energy is -0.4533 Eh. The net charge is +2. For the total energy, the calculation gives -204353.148 eV. For the energy above the lowest of the compared OMol25 structures with the same formula, charge and spin, the calculation gives 0.0 kcal/mol.

***

Below is C35H68F3MgO21 as an isolated structure at a distorted geometry, with properties calculated with the ωB97M-V functional and the def2-TZVPD basis.

Geometry as XYZ:
```
128
Properties=species:S:1:pos:R:3
Mg 27.09060 -4.85520 -22.14874
C 26.97783 -7.88545 -23.03897
O 27.30826 -8.51890 -21.80766
O 26.68033 -6.62240 -22.72755
C 28.02132 -8.08930 -24.13556
F 27.57762 -7.56811 -25.31200
F 29.21090 -7.45861 -23.94043
F 28.27231 -9.39310 -24.37936
C 26.98588 -9.85264 -21.55239
C 27.94290 -10.34930 -20.50995
H 28.01544 -9.64638 -19.67323
H 27.76117 -11.26631 -19.93952
H 28.93704 -10.56731 -20.90864
H 27.07979 -10.52610 -22.41601
H 25.94885 -10.00869 -21.21988
H 26.09159 -8.38661 -23.46021
C 29.87430 -8.30127 -16.75850
C 31.11131 -9.18381 -17.11153
C 30.47315 -10.47141 -17.64349
O 29.07816 -10.39271 -17.35226
C 28.87213 -9.37832 -16.37389
H 29.50710 -7.78191 -17.64425
H 30.16298 -7.60825 -15.97045
H 31.62226 -9.32846 -16.16178
H 31.75663 -8.64584 -17.80570
H 30.93190 -11.24083 -17.00987
H 30.66863 -10.77490 -18.66930
H 28.88480 -9.73159 -15.33989
H 27.86265 -9.00029 -16.55646
C 32.05129 -9.74588 -28.22536
C 31.30841 -10.35886 -27.00728
C 31.43578 -9.29110 -25.89397
O 32.61937 -8.59977 -26.23698
C 33.11504 -8.90351 -27.53775
H 31.42146 -9.00751 -28.72565
H 32.51625 -10.47718 -28.87835
H 31.97914 -11.18713 -26.75823
H 30.30447 -10.75320 -27.15040
H 31.54821 -9.80948 -24.94372
H 30.59240 -8.60092 -25.98880
H 34.06572 -9.43999 -27.45183
H 33.38417 -8.00748 -28.09891
C 29.30969 -12.96438 -24.73597
C 30.29565 -12.45951 -23.68813
C 29.89167 -13.07661 -22.35427
O 29.13408 -14.24056 -22.75864
C 28.45459 -13.97635 -23.97726
H 29.84732 -13.44345 -25.55484
H 28.68048 -12.18776 -25.17264
H 30.58334 -11.40717 -23.71214
H 31.28484 -12.90231 -23.85686
H 29.12261 -12.50661 -21.82477
H 30.72242 -13.34853 -21.71157
H 27.44872 -13.56397 -23.82546
H 28.26208 -14.91643 -24.49300
C 23.28354 -6.33992 -23.99583
C 21.91952 -5.78431 -23.56978
C 20.92635 -6.80230 -24.14193
O 21.59720 -8.01586 -24.01030
C 22.95267 -7.84158 -24.27168
H 23.93285 -6.29889 -23.11976
H 23.76391 -5.84027 -24.83276
H 21.70446 -4.73352 -23.77377
H 21.80304 -5.79843 -22.47985
H 20.74930 -6.52569 -25.19477
H 19.93797 -6.86054 -23.69045
H 23.14121 -8.00461 -25.34725
H 23.68191 -8.54353 -23.86545
C 27.11943 -3.93881 -18.08631
O 25.98873 -4.76888 -18.13085
C 25.57968 -5.21960 -19.28951
O 26.08653 -4.99185 -20.36412
O 24.58734 -6.04469 -19.06648
C 23.79180 -6.39096 -20.20883
H 26.97958 -3.09911 -18.77423
H 28.06604 -4.42227 -18.33494
H 27.24521 -3.51050 -17.09501
H 24.32966 -7.03054 -20.90693
H 23.36299 -5.52902 -20.71947
H 22.95073 -6.94837 -19.80139
C 27.48429 -14.58231 -28.66019
O 27.70492 -13.19226 -28.84437
C 27.16974 -12.31889 -27.99028
O 26.38954 -12.62412 -27.12023
O 27.67491 -11.13559 -28.28544
C 27.34580 -10.08411 -27.40049
H 28.19592 -15.06221 -29.32882
H 26.46524 -14.86431 -28.91438
H 27.75841 -14.88540 -27.64918
H 27.77115 -10.32489 -26.42359
H 26.28838 -9.87206 -27.26098
H 27.91100 -9.19608 -27.67716
C 29.84921 -2.75502 -20.14211
O 30.44220 -4.02519 -19.98650
C 29.80844 -5.06950 -20.49187
O 28.70640 -5.08496 -20.99695
O 30.55953 -6.11535 -20.32096
C 30.21861 -7.35949 -20.88706
H 29.55753 -2.46694 -21.15335
H 30.63302 -2.06020 -19.83413
H 29.02064 -2.50557 -19.47768
H 29.15774 -7.61261 -20.84518
H 30.77126 -8.16435 -20.40304
H 30.54853 -7.41730 -21.92860
C 25.68679 -10.10849 -18.14176
O 24.56310 -9.32374 -17.80025
C 24.77407 -8.23202 -17.06020
O 25.81449 -7.87180 -16.59869
O 23.56435 -7.76569 -16.75981
C 23.43622 -6.82216 -15.70876
H 25.86701 -10.87276 -17.38531
H 26.60928 -9.53456 -18.26435
H 25.48303 -10.53859 -19.12214
H 23.80279 -5.83980 -16.00391
H 24.00349 -7.21499 -14.85955
H 22.39493 -6.81041 -15.39932
C 28.63818 -4.63595 -27.05952
O 28.14790 -4.88971 -25.73256
C 28.42321 -4.06045 -24.78501
O 28.15110 -4.35612 -23.63864
O 28.92409 -2.92075 -25.18202
C 29.37631 -2.01488 -24.16568
H 28.48223 -5.51366 -27.67972
H 29.69677 -4.39032 -27.07065
H 28.02664 -3.83709 -27.47836
H 28.47513 -1.76781 -23.60156
H 29.77107 -1.13055 -24.65678
H 30.17369 -2.40425 -23.53431
```

The HOMO energy is -0.3988 Eh. The net charge is +1. For the total energy, the calculation gives -93986.757 eV.

***

Below is C35H68Ge2N7O5Sr as an isolated structure, with properties calculated with the ωB97M-V functional and the def2-TZVPD basis.

Geometry as XYZ:
```
118
Properties=species:S:1:pos:R:3
Sr -1.38237 -0.09036 0.71405
C 3.25876 3.50071 -0.61054
O 2.21119 2.83260 0.06753
C 1.57431 3.64242 1.01739
C 0.59518 2.79098 1.79091
O -0.48474 2.25375 1.01920
C -1.65564 3.07566 0.91850
C -1.71647 3.90612 -0.34083
O -1.98150 3.03577 -1.42363
C -1.78842 3.66771 -2.67661
H 3.98309 3.91379 0.09887
H 2.87144 4.31174 -1.23671
H 3.75427 2.76533 -1.23943
H 1.08489 4.50121 0.54084
H 2.30261 4.04426 1.73657
H 0.18843 3.36472 2.62914
H 1.13927 1.93033 2.18569
H -1.73761 3.69012 1.81809
H -2.52095 2.40369 0.89797
H -0.78390 4.45184 -0.51325
H -2.52451 4.64342 -0.24170
H -2.43048 4.54917 -2.77705
H -2.04325 2.94756 -3.45169
H -0.74410 3.96757 -2.80571
N -3.01303 0.06333 -1.41122
C -4.32452 -0.43027 -0.95871
C -5.44277 -0.31144 -2.00653
C -5.59795 1.02797 -2.73560
C -5.96768 2.20695 -1.83458
N -7.06597 1.88327 -0.93614
C -8.33794 1.89835 -1.23794
N -8.80483 2.44611 -2.37193
N -9.21009 1.35016 -0.37868
C -4.65165 0.16832 0.43724
O -5.84224 0.40048 0.74422
O -3.67538 0.34134 1.20790
H -3.06215 1.03011 -1.72082
H -2.69429 -0.50044 -2.19279
H -4.18460 -1.49699 -0.75088
H -6.38381 -0.58261 -1.52511
H -5.26619 -1.07686 -2.76626
H -6.36817 0.90526 -3.50220
H -4.68064 1.28537 -3.27270
H -6.18884 3.10553 -2.41596
H -5.12605 2.46918 -1.18964
H -6.73568 1.23870 -0.15653
H -8.18042 2.91807 -2.99949
H -9.79075 2.54974 -2.52896
H -8.86172 0.87373 0.43730
H -10.18971 1.28940 -0.58538
C 0.33550 -2.32092 -4.48825
C -0.10294 -1.81286 -3.11312
Ge 1.26329 -0.63179 -2.30851
C 0.75619 1.24154 -2.69976
C 1.62056 1.85481 -3.80292
C 3.05847 -1.11255 -2.92087
C 3.77090 -1.50382 -1.84542
Ge 2.46394 -1.49383 -0.34608
C 1.79605 -3.26775 0.18937
C 2.79958 -4.26564 0.76479
C 2.96721 -0.42455 1.23343
C 4.30436 -0.80539 1.87199
C 5.19616 -1.89495 -1.85308
C 6.04408 -1.54009 -2.90484
C 7.37636 -1.91650 -2.90145
C 7.89417 -2.65257 -1.84301
C 7.06922 -2.99955 -0.78421
C 5.73657 -2.61517 -0.78974
H -0.42909 -2.95532 -4.94007
H 1.24994 -2.91115 -4.41189
H 0.53712 -1.49993 -5.18134
H -0.32246 -2.64197 -2.44045
H -1.03145 -1.24172 -3.20806
H 0.80090 1.83727 -1.78732
H -0.28950 1.21063 -3.01942
H 2.67701 1.84761 -3.53327
H 1.33836 2.89030 -4.01421
H 1.52882 1.29489 -4.73553
H 3.47323 -1.09561 -3.92750
H 1.28905 -3.69895 -0.67613
H 0.99628 -3.07374 0.90720
H 3.55671 -4.54331 0.03098
H 2.29470 -5.18460 1.07053
H 3.32005 -3.87100 1.64172
H 2.14573 -0.54708 1.94737
H 2.97579 0.62359 0.93035
H 4.32088 -1.84679 2.20009
H 4.51690 -0.18616 2.74674
H 5.12977 -0.67294 1.17149
H 5.65898 -0.95263 -3.72874
H 8.01723 -1.63049 -3.72554
H 8.93598 -2.94473 -1.84177
H 7.46311 -3.56645 0.04956
H 5.10109 -2.88143 0.04580
N -2.16108 -3.60630 -0.42730
C -1.71910 -2.64302 0.04659
C 2.42419 -3.01038 5.33799
C 1.03896 -2.54581 5.77088
N 0.57134 -1.35698 5.05542
C 0.90127 -0.05612 5.62594
C 2.18657 0.58063 5.10708
C -0.04498 -1.44697 3.85232
C -0.48432 -2.80872 3.39713
N -0.31589 -0.42215 3.09601
H 2.68963 -3.93224 5.85626
H 3.18720 -2.26623 5.56434
H 2.45027 -3.20505 4.26412
H 1.03507 -2.30628 6.83453
H 0.31828 -3.34892 5.63795
H 0.97518 -0.19301 6.70463
H 0.05091 0.61325 5.46814
H 3.06034 -0.00200 5.39458
H 2.29740 1.58087 5.52849
H 2.19159 0.66160 4.01950
H -1.20059 -3.22846 4.10485
H 0.35626 -3.49932 3.32403
H -0.96244 -2.74428 2.42370
H 0.02674 0.43632 3.51769
```

The HOMO energy is -0.3597 Eh. The net charge is +1. For the total energy, the calculation gives -171931.423 eV. For the energy above the lowest of the compared OMol25 structures with the same formula, charge and spin, the calculation gives 0.0 kcal/mol.

***

> Which value of HOMO energy does entry 1 give?

-0.4271 Eh

***

> Which of these has the lowest HOMO energy?

C35H68BF6GeN10O2RuSbSe